No. 1
Here is a 4-piece molecular cluster, C22H47Br2NO3 overall in a non-equilibrium geometry from OMol25. Energies are from ωB97M-V/def2-TZVPD.

Computed properties:
HOMO-LUMO gap   0.3280 Eh

Last column: Mulliken charge in e.
Atoms and positions in Å:
C1 -2.56663 -0.63042 1.24839  -0.73
C2 -3.73540 0.37516 0.69190  0.22
Br1 -3.53950 2.34981 1.15600  -0.11
C3 -4.92277 -0.06536 -0.14391  0.14
Br2 -5.13688 -2.03560 -0.60416  -0.14
O1 -5.87503 0.97098 -0.61165  -0.24
C4 -7.14286 0.91769 0.17872  0.53
O2 -7.40986 1.97367 0.95172  -0.48
O3 -7.99088 -0.26774 -0.01727  -0.04
N1 -8.56561 -0.68355 1.12525  -0.50
H1 -2.36560 -0.42215 2.37738  0.26
H2 -2.74872 -1.76885 1.09179  0.35
H3 -1.55550 -0.37960 0.66686  0.21
H4 -8.43340 -1.73835 1.15531  0.27
H5 -8.07461 -0.33166 1.97956  0.25
C5 -4.69152 -2.69267 -7.97546  -1.18
C6 -4.27653 -1.98989 -6.69187  -0.36
C7 -4.43309 -2.86324 -5.44368  -0.63
C8 -5.86579 -3.30619 -5.12723  -0.66
C9 -6.87865 -2.17375 -4.94252  -0.50
C10 -6.55289 -1.25980 -3.77083  -0.86
H6 -5.75348 -2.95476 -7.96710  0.28
H7 -4.51885 -2.03761 -8.83543  0.37
H8 -4.11004 -3.60787 -8.12531  0.29
H9 -4.84206 -1.05878 -6.58276  0.24
H10 -3.22216 -1.70026 -6.78103  0.36
H11 -4.02098 -2.32159 -4.58419  0.27
H12 -3.81228 -3.76007 -5.55902  0.38
H13 -5.84400 -3.91502 -4.21465  0.33
H14 -6.22499 -3.97080 -5.92186  0.32
H15 -7.86718 -2.61745 -4.77191  0.35
H16 -6.96327 -1.58065 -5.85877  0.26
H17 -6.50210 -1.82628 -2.83607  0.05
H18 -7.33152 -0.49730 -3.66191  0.38
H19 -5.60087 -0.74190 -3.91520  0.32
C11 0.47100 1.44011 2.34168  -0.76
C12 1.27047 1.46428 3.63551  -0.62
C13 2.72021 1.00233 3.46204  -0.54
C14 2.89661 -0.44636 2.99391  -0.52
C15 2.25097 -1.50908 3.88620  -0.45
C16 2.83009 -1.54730 5.29242  -1.22
H20 0.37980 0.42586 1.94229  0.09
H21 -0.54091 1.81885 2.51792  0.26
H22 0.94052 2.07121 1.58050  0.31
H23 0.76242 0.85909 4.39336  0.26
H24 1.27874 2.49236 4.01825  0.39
H25 3.24857 1.14513 4.41197  0.34
H26 3.21765 1.66119 2.73991  0.26
H27 3.97115 -0.65412 2.91546  0.30
H28 2.49651 -0.55184 1.97854  0.34
H29 2.40347 -2.49090 3.42150  0.38
H30 1.16769 -1.36019 3.93882  0.19
H31 3.90780 -1.73469 5.26595  0.29
H32 2.36141 -2.35154 5.86954  0.39
H33 2.65358 -0.61028 5.82744  0.29
C17 9.26980 3.93265 1.94248  -1.19
C18 8.03937 3.79250 1.05923  -0.47
C19 6.79857 3.31344 1.81828  -0.64
C20 6.91087 1.92090 2.44851  -0.37
C21 7.23933 0.78420 1.47771  -0.50
C22 6.17375 0.57565 0.41219  -0.95
H34 9.57372 2.97142 2.36697  0.28
H35 10.11115 4.31690 1.35687  0.38
H36 9.08309 4.63084 2.76457  0.29
H37 8.26116 3.12148 0.22302  0.24
H38 7.81736 4.77157 0.61689  0.36
H39 5.94087 3.33638 1.13582  0.30
H40 6.56941 4.03414 2.61269  0.41
H41 5.96312 1.69406 2.95276  0.07
H42 7.67256 1.93878 3.23698  0.36
H43 7.34100 -0.14421 2.05294  0.36
H44 8.20890 0.95564 0.99921  0.32
H45 5.20198 0.36324 0.86806  0.06
H46 6.44119 -0.27430 -0.22467  0.39
H47 6.07056 1.45246 -0.23277  0.30


No. 2
Here is C23H31IrN2O4S as an isolated structure from OMol25. Energies are from ωB97M-V/def2-TZVPD.

Computed properties:
Charge   +1
HOMO-LUMO gap (spin up / spin down)   0.2862 / 0.1759 Eh
Multiplicity   6

Last column: Mulliken charge in e.
Atoms and positions in Å:
Ir1 -0.25385 -0.16114 -0.02129  1.65
O1 -1.74144 -0.27954 3.49542  -0.82
C1 -0.83203 -0.79495 2.83785  0.43
O2 -0.96153 -1.33675 1.68388  -0.80
C2 0.52353 -0.86809 3.49172  0.29
C3 0.59546 -1.27264 4.81528  -0.68
C4 1.81372 -1.35082 5.47174  -0.55
C5 2.98903 -0.98498 4.82075  -0.64
C6 2.93553 -0.55181 3.51451  -0.68
C7 1.70924 -0.50868 2.81893  1.08
S1 1.79109 0.01630 1.18651  -0.44
H1 -0.32295 -1.52066 5.33047  0.46
H2 1.84882 -1.68393 6.50068  0.41
H3 3.93794 -1.03041 5.33760  0.39
H4 3.83411 -0.24285 2.99627  0.45
C8 -0.13054 -2.86230 -1.31567  -1.20
N1 0.83727 -1.75238 -1.44397  0.53
C9 2.17216 -2.25165 -1.08443  -1.44
C10 0.86490 -1.22824 -2.81876  -0.96
C11 -0.31466 -0.32326 -3.11242  -0.89
N2 -0.42943 0.78698 -2.14877  0.39
C12 -1.70700 1.47907 -2.38791  -1.05
C13 0.66548 1.75998 -2.31606  -0.92
H5 0.16002 -3.69871 -1.96136  0.39
H6 -1.13056 -2.53250 -1.59624  0.36
H7 -0.16060 -3.19106 -0.27798  0.38
H8 2.48386 -3.03760 -1.78160  0.38
H9 2.14542 -2.66199 -0.07690  0.38
H10 2.89401 -1.43784 -1.11489  0.42
H11 0.87914 -2.05412 -3.54033  0.44
H12 1.80090 -0.68478 -2.94707  0.49
H13 -1.24922 -0.88504 -3.07293  0.41
H14 -0.22122 0.07143 -4.13177  0.43
H15 -1.75302 1.83224 -3.42413  0.46
H16 -1.78101 2.33368 -1.72037  0.08
H17 -2.53846 0.80770 -2.18769  0.35
H18 0.64177 2.19726 -3.32117  0.39
H19 1.63008 1.28253 -2.15636  0.30
H20 0.54952 2.54283 -1.56959  0.12
C14 -4.92677 5.54132 4.27667  -1.55
C15 -4.17656 4.56513 3.42375  0.31
C16 -4.37783 3.21796 3.49333  -1.01
C17 -3.71994 2.30801 2.61102  0.96
C18 -4.10966 0.91502 2.68543  -1.13
C19 -2.68972 2.80963 1.72076  0.46
C20 -2.46361 4.16751 1.64900  0.73
C21 -1.46212 4.81268 0.73212  -1.35
C22 -3.22663 5.01948 2.48201  -0.70
C23 -1.86106 1.83688 0.90181  1.26
O3 -0.64116 2.08939 0.73321  -0.86
O4 -2.41747 0.81635 0.44043  -0.79
H21 -5.09490 5.13810 5.27421  0.39
H22 -5.90326 5.75292 3.83613  0.31
H23 -4.39140 6.48462 4.36736  0.40
H24 -5.08288 2.79838 4.20047  0.43
H25 -4.93482 0.73915 3.36905  0.46
H26 -3.18856 0.34628 3.02452  0.33
H27 -4.24745 0.45428 1.70813  0.29
H28 -0.48157 4.36109 0.84540  0.21
H29 -1.39901 5.88082 0.92984  0.44
H30 -1.76452 4.68301 -0.30973  0.27
H31 -3.04252 6.08605 2.41544  0.37


No. 3
Here is a 6-piece molecular cluster, C6H23NO6 overall in a non-equilibrium geometry from OMol25. Energies are from ωB97M-V/def2-TZVPD.

Computed properties:
HOMO-LUMO gap   0.3762 Eh

Last column: Mulliken charge in e.
Atoms and positions in Å:
C1 -1.10496 -1.50373 -0.87834  -0.23
C2 -1.36454 -2.92660 -0.38883  -1.57
C3 -0.18642 -0.74227 0.09045  -0.81
N1 0.69835 0.25809 -0.54474  0.34
C4 1.58793 -0.36623 -1.53513  -1.25
C5 1.53633 0.83937 0.54281  -0.62
C6 0.71623 1.99475 1.07395  -0.08
O1 0.23616 1.99875 2.18095  -0.50
H1 -2.06707 -1.00544 -0.85039  0.18
H2 -0.80908 -1.46104 -1.92511  0.41
H3 -2.01135 -3.42980 -1.10259  0.38
H4 -0.52590 -3.55402 -0.12268  0.38
H5 -1.96869 -2.85059 0.51430  0.37
H6 -0.83529 -0.20351 0.77419  0.40
H7 0.42374 -1.42592 0.68337  0.32
H8 0.99860 -0.62019 -2.41892  0.36
H9 2.27432 0.40188 -1.87185  0.46
H10 2.12405 -1.26911 -1.22429  0.33
H11 2.48535 1.18102 0.11928  0.43
H12 1.74691 0.11033 1.32118  0.36
H13 0.46036 2.75442 0.31679  0.42
H14 -2.61719 1.54096 -0.58794  0.30
H15 -3.52775 2.61779 -1.13394  0.32
O2 -3.40403 1.65610 -1.13564  -0.61
H16 -0.82514 0.76858 -2.10107  0.22
H17 -1.99819 0.94326 -3.01030  0.38
O3 -1.03553 1.03516 -3.01047  -0.68
H18 0.53153 2.29408 -2.34205  0.34
H19 1.24653 3.54483 -2.87545  0.28
O4 1.22546 2.93764 -2.12660  -0.62
H20 1.41772 -1.53629 4.15230  0.42
H21 1.41788 -2.74931 3.07150  0.29
O5 1.62889 -2.47280 3.96193  -0.65
H22 0.88774 0.99729 4.52125  0.31
H23 0.08349 0.12731 3.51239  0.35
O6 0.55359 0.11524 4.34972  -0.71


No. 4
Here is C3H3NO2 as an isolated structure in a non-equilibrium geometry from OMol25. Energies are from ωB97M-V/def2-TZVPD.

Computed properties:
HOMO-LUMO gap   0.3889 Eh

Last column: Mulliken charge in e.
Atoms and positions in Å:
O1 -0.39986 0.88561 1.29278  -0.46
C1 -0.64028 0.99892 0.08820  0.24
O2 0.32441 0.64366 -0.82838  -0.30
C2 0.94151 -0.51553 -0.21901  -0.32
C3 -0.28955 -0.93987 0.51848  0.42
N1 -1.40214 -1.03620 0.15656  -0.47
H1 -1.49772 1.52230 -0.34174  0.36
H2 1.08992 -1.30871 -0.95344  0.27
H3 1.87371 -0.25017 0.28655  0.26


No. 5
Here is the molecule C3H3ClN2O2 in a non-equilibrium geometry from OMol25. Energies are from ωB97M-V/def2-TZVPD.

Computed properties:
HOMO-LUMO gap   0.3353 Eh

Last column: Mulliken charge in e.
Atoms and positions in Å:
C1 -0.68891 0.45492 -0.22544  0.25
C2 1.20635 0.34172 1.01274  0.63
C3 0.45105 -0.25939 -0.06293  0.16
H1 -1.99056 -0.99929 -0.87899  0.25
H2 -2.67181 0.60900 -0.60390  0.25
H3 1.93122 -1.33105 -1.00339  0.34
N1 -1.85451 0.01375 -0.85470  -0.51
N2 0.65226 1.35680 1.50078  -0.35
O1 -0.72057 1.33441 0.82409  -0.24
O2 0.88115 -1.49213 -0.65111  -0.58
Cl1 2.80433 -0.02875 0.94285  -0.19


No. 6
Here is a 2-piece molecular cluster, C6H10N3P overall in a non-equilibrium geometry from OMol25. Energies are from ωB97M-V/def2-TZVPD.

Computed properties:
HOMO-LUMO gap   0.3540 Eh

Last column: Mulliken charge in e.
Atoms and positions in Å:
C1 -3.15804 -0.29545 0.92408  -0.24
C2 -2.34838 -1.29531 0.36336  -0.52
C3 -2.87584 1.08862 0.73100  -0.36
C4 -1.28564 -0.85504 -0.47416  -0.23
C5 -1.94683 1.47077 -0.21349  -0.28
C6 -1.06655 0.48740 -0.70790  -0.33
N1 2.57465 1.55878 0.03003  -0.61
N2 3.22382 -0.54630 -1.19014  -0.59
N3 3.89618 -0.32165 1.60842  -0.62
P1 3.19145 0.19357 0.32576  0.72
H1 -4.07344 -0.36686 1.55108  0.28
H2 -2.55449 -2.28965 0.51942  0.46
H3 -3.55799 1.89082 1.14646  0.27
H4 -0.66246 -1.69937 -0.89180  0.23
H5 -1.70191 2.51301 -0.67002  0.24
H6 2.80120 2.24164 0.71070  0.24
H7 2.62334 0.09802 -1.68701  0.35
H8 2.78697 -1.45222 -1.19667  0.27
H9 4.34171 -1.24715 1.50082  0.25
H10 -0.44217 0.88673 -1.37462  0.47


No. 7
Here is a 2-piece molecular cluster, C22H19FN overall in a non-equilibrium geometry from OMol25. Energies are from ωB97M-V/def2-TZVPD.

Computed properties:
Charge   +1
HOMO-LUMO gap   0.1562 Eh

Last column: Mulliken charge in e.
Atoms and positions in Å:
F1 3.85581 2.91546 2.23088  -0.30
C1 3.41227 1.61304 2.19665  0.01
C2 4.36950 0.60484 2.24898  -0.49
C3 3.90429 -0.71936 2.21749  -0.57
C4 2.54624 -0.99323 2.15900  -0.72
C5 1.55547 0.04151 2.10393  1.31
C6 0.19814 -0.36344 1.99958  -0.69
C7 -1.02190 0.35685 2.12552  1.31
C8 -2.23562 -0.40639 2.11705  -0.61
C9 -3.48220 0.19703 2.16087  -0.70
C10 -3.59293 1.59667 2.21281  -0.34
C11 -2.42531 2.36908 2.23963  -0.94
C12 -1.16586 1.77086 2.23924  0.10
C13 2.04114 1.38316 2.12226  -0.35
H1 5.43090 0.83974 2.30719  0.48
H2 4.62346 -1.53911 2.25857  0.42
H3 2.19565 -2.02811 2.16493  0.39
H4 0.07066 -1.44283 1.88879  0.25
H5 -2.14906 -1.49556 2.08966  0.39
H6 -4.38343 -0.41894 2.16726  0.40
H7 -4.57548 2.07161 2.23779  0.42
H8 -2.50009 3.45818 2.28239  0.42
H9 -0.29034 2.40069 2.34723  0.23
H10 1.37499 2.23559 2.06612  0.48
C14 1.82145 -1.74254 -3.69822  -0.89
N1 0.98899 -0.97678 -2.79290  0.14
C15 1.42763 -0.18966 -1.75227  -0.71
C16 0.32341 0.40467 -1.14879  -1.08
C17 -0.84967 -0.02470 -1.85100  0.79
C18 -0.39579 -0.90506 -2.87524  0.71
C19 -1.22890 -1.50885 -3.79635  -0.95
C20 -2.60383 -1.25563 -3.67856  -0.68
C21 -3.08580 -0.40281 -2.66676  -0.68
C22 -2.22186 0.21660 -1.75151  -0.28
H11 1.16906 -2.24400 -4.41737  0.24
H12 2.51671 -1.09116 -4.24234  0.34
H13 2.40436 -2.49401 -3.15219  0.32
H14 2.48375 -0.12568 -1.50768  0.49
H15 0.34070 1.10608 -0.32469  0.95
H16 -0.80483 -2.14429 -4.56928  0.24
H17 -3.29347 -1.72780 -4.37849  0.38
H18 -4.16049 -0.22066 -2.61328  0.37
H19 -2.58775 0.87892 -0.96692  0.41


Molecular weight for every record listed, in sequence, given in g/mol: 533.4, 623.8, 205.3, 85.1, 134.5, 155.1, 316.4.